No. 1
The following is a DFT calculation (ωB97M-V/def2-TZVPD) of 2 unconnected molecules or ions with the total composition C8H11N3.

XYZ file:
```
22
Properties=species:S:1:pos:R:3:lowdin_charge:R:1
C 3.138 0.599 -0.241 -0.017
C 2.568 -0.135 -1.268 -0.019
C 2.552 0.807 0.976 -0.020
C 1.274 -0.648 -1.093 0.022
C 1.307 0.250 1.211 0.038
C 0.664 -0.503 0.171 -0.264
C -1.146 -1.532 1.405 0.176
C -2.195 0.256 -0.494 -0.076
N -3.286 -0.425 -0.555 0.226
N -2.015 1.537 -0.774 0.257
N -0.594 -0.923 0.478 0.103
H 4.000 1.202 -0.404 0.130
H 3.136 -0.295 -2.242 0.161
H 2.927 1.475 1.738 0.137
H 0.829 -1.317 -1.978 0.182
H 0.802 0.534 2.097 0.120
H -2.143 -1.519 1.616 0.092
H -0.381 -2.076 1.953 0.159
H -4.186 -0.001 -0.324 0.176
H -3.410 -1.399 -0.504 0.129
H -2.640 2.120 -1.310 0.163
H -1.201 1.994 -0.457 0.124
```

For the energy above the lowest of the compared OMol25 structures with the same formula, charge and spin, the calculation gives 1.953 eV. For the molar mass, the calculation gives 149.20 g/mol. The spin multiplicity is 1. The HOMO energy (alpha / beta) comes out at -17.118 / -17.081 eV. The total energy is -474.93427 hartree. The charge is +2. The value obtained for the lowest unoccupied orbital energy (alpha / beta) is -0.369 / -0.388 Ha.

No. 2
The following is a DFT calculation (ωB97M-V/def2-TZVPD) of a molecular structure, C8H11N3O.

XYZ file:
```
23
Properties=species:S:1:pos:R:3:lowdin_charge:R:1
C 2.927 0.665 0.129 0.067
C 2.651 -0.696 -0.057 -0.003
C 1.966 1.704 0.204 0.072
C 1.365 -1.156 -0.146 0.074
C 0.672 1.273 0.051 -0.100
C 0.339 -0.163 -0.130 -0.124
C -1.604 1.160 -0.169 -0.358
C -1.618 -1.230 -1.169 0.073
N -0.518 1.934 0.100 0.222
N -0.997 -0.272 -0.223 -0.030
N -1.757 -0.788 1.432 0.254
O -2.765 1.393 -0.190 0.259
H 3.999 0.918 -0.047 0.163
H 3.354 -1.438 -0.373 0.137
H 2.409 2.692 0.061 0.152
H 1.323 -2.134 -0.511 0.124
H -1.215 -2.195 -1.108 0.100
H -2.682 -1.081 -0.865 0.128
H -1.610 -1.007 -2.224 0.133
H -0.699 2.904 -0.115 0.209
H -2.775 -0.664 1.623 0.163
H -1.173 -0.100 1.894 0.129
H -1.593 -1.719 1.834 0.155
```

For the energy above the lowest of the compared OMol25 structures with the same formula, charge and spin, the calculation gives 1.403 eV. For the molar mass, the calculation gives 165.20 g/mol. The spin multiplicity is 1. The HOMO energy (alpha / beta) comes out at -17.798 / -17.805 eV. The total energy is -550.19356 hartree. The charge is +2. The value obtained for the lowest unoccupied orbital energy (alpha / beta) is -0.407 / -0.418 Ha.

No. 3
The following is a DFT calculation (ωB97M-V/def2-TZVPD) of 2 unconnected molecules or ions with the total composition C8H11N3O2S.

XYZ file:
```
25
Properties=species:S:1:pos:R:3:lowdin_charge:R:1
C 0.715 1.797 -2.760 -0.106
C 0.773 2.549 -1.629 -0.101
C 0.104 0.549 -2.610 -0.037
C 0.541 1.926 -0.374 -0.014
C -0.232 -0.058 -1.368 -0.298
C -0.045 0.683 -0.192 -0.297
C -2.714 -0.149 2.163 -0.065
C 1.372 -2.098 1.084 -0.139
N -2.074 -0.579 1.196 0.127
N -0.718 -1.317 -1.311 0.099
N -0.383 0.323 1.124 -0.091
O -0.034 -1.119 3.025 -0.312
O 1.851 0.186 2.194 -0.280
S 0.696 -0.618 1.936 0.528
H 0.997 2.209 -3.765 0.124
H 1.421 3.386 -1.622 0.086
H -0.134 0.082 -3.586 0.112
H 0.796 2.385 0.573 0.113
H -3.649 -0.443 2.555 0.075
H -2.259 0.591 2.839 0.095
H 2.216 -2.214 1.837 0.077
H 1.040 -3.068 0.783 0.054
H 2.061 -1.774 0.280 0.066
H -1.456 -1.557 -2.005 0.126
H -0.885 -1.675 -0.366 0.059
```

For the energy above the lowest of the compared OMol25 structures with the same formula, charge and spin, the calculation gives 5.972 eV. For the molar mass, the calculation gives 213.26 g/mol. The spin multiplicity is 1. The HOMO energy comes out at -8.139 eV. The total energy is -1024.20914 hartree. The charge is 0. The value obtained for the lowest unoccupied orbital energy is -0.023 Ha.

No. 4
The following is a DFT calculation (ωB97M-V/def2-TZVPD) of C8H11N3O3S in the gas phase.

XYZ file:
```
26
Properties=species:S:1:pos:R:3:lowdin_charge:R:1
C 3.038 1.023 -0.465 -0.009
C 1.802 1.457 -0.154 -0.031
C 3.333 -0.305 -0.131 -0.429
C 1.247 -0.802 0.648 -0.492
C -2.273 2.089 0.250 -0.217
C -2.837 0.686 0.260 -0.357
C -0.356 1.008 0.736 -0.351
C -2.599 -2.120 0.078 -0.327
N 2.506 -1.163 0.374 0.194
N 0.911 0.555 0.301 0.007
N 4.551 -0.802 -0.382 0.137
O 0.479 -1.503 1.287 -0.050
O -0.918 1.875 -0.080 -0.093
O -2.711 -1.956 -1.284 -0.099
S -1.565 -0.509 0.824 1.060
H 3.826 1.697 -0.925 0.134
H 1.322 2.385 -0.285 0.123
H -2.635 2.649 -0.491 0.081
H -2.536 2.501 1.278 0.152
H -3.692 0.596 0.754 0.031
H -3.098 0.613 -0.854 0.121
H -1.991 -2.967 0.320 0.069
H -3.639 -2.124 0.495 0.098
H 5.474 -0.479 -0.307 0.085
H 4.619 -1.812 -0.479 0.111
H -2.257 -2.592 -1.767 0.054
```

For the energy above the lowest of the compared OMol25 structures with the same formula, charge and spin, the calculation gives 5.262 eV. For the molar mass, the calculation gives 229.26 g/mol. The spin multiplicity is 1. The HOMO energy (alpha / beta) comes out at -6.645 / -6.643 eV. The total energy is -1099.45073 hartree. The charge is 0. The value obtained for the lowest unoccupied orbital energy (alpha / beta) is 0.012 / 0.012 Ha.

No. 5
The following is a DFT calculation (ωB97M-V/def2-TZVPD) of C8H11N3O3S in the gas phase.

XYZ file:
```
26
Properties=species:S:1:pos:R:3:lowdin_charge:R:1
C 0.189 0.220 3.296 -0.094
C 0.487 1.429 2.724 -0.107
C -0.347 -0.799 2.493 0.009
C 0.150 1.728 1.398 -0.039
C -0.517 -0.630 1.057 -0.341
C -0.261 0.694 0.636 -0.251
C -0.527 -0.472 -1.305 -0.103
C -1.572 1.665 -1.167 -0.065
N -1.181 -1.531 0.291 0.137
N -0.489 0.813 -0.797 -0.164
N 1.922 -1.062 -2.641 -0.165
O 2.069 -0.370 -0.171 -0.271
O 1.027 -2.548 -0.813 -0.333
O 0.907 -1.519 -3.536 -0.127
S 1.229 -1.131 -1.114 0.731
H 0.379 0.094 4.359 0.105
H 0.817 2.319 3.269 0.103
H -0.488 -1.777 2.937 0.103
H 0.406 2.691 0.833 0.148
H -0.982 -0.670 -2.212 0.092
H -1.309 2.607 -0.567 0.107
H -1.731 1.826 -2.243 0.095
H -2.578 1.456 -0.799 0.093
H -0.622 -2.391 0.272 0.068
H 2.125 -0.083 -2.741 0.101
H 0.898 -2.558 -3.459 0.167
```

For the energy above the lowest of the compared OMol25 structures with the same formula, charge and spin, the calculation gives 6.161 eV. For the molar mass, the calculation gives 229.26 g/mol. The spin multiplicity is 1. The HOMO energy (alpha / beta) comes out at -7.740 / -7.739 eV. The total energy is -1099.41771 hartree. The charge is 0. The value obtained for the lowest unoccupied orbital energy (alpha / beta) is 0.011 / 0.011 Ha.

No. 6
The following is a DFT calculation (ωB97M-V/def2-TZVPD) of C8H11N5 in the gas phase.

XYZ file:
```
24
Properties=species:S:1:pos:R:3:lowdin_charge:R:1
C -1.315 -2.086 2.401 -0.042
C -2.192 -1.728 0.055 -0.029
C -0.381 -0.465 0.944 -0.217
C 1.561 0.501 1.590 -0.203
C 1.077 0.998 -0.417 -0.283
C 1.979 2.583 -2.120 -0.022
C 0.066 1.006 -2.341 -0.174
C -0.057 0.286 -0.341 -0.143
H -0.475 -1.874 2.888 0.018
H -1.388 -3.158 2.071 0.111
H -2.193 -2.028 3.096 0.112
H -1.603 -2.218 -0.802 0.122
H -2.764 -2.446 0.528 0.034
H -2.900 -0.813 -0.172 0.135
H 2.367 0.567 2.333 0.095
H 1.324 3.438 -2.294 0.092
H 2.683 2.694 -1.308 0.077
H 2.476 2.355 -3.096 0.102
H -0.066 1.121 -3.356 0.108
N -1.260 -1.402 1.152 -0.170
N 0.512 -0.314 1.971 0.104
N 2.050 1.240 0.533 0.130
N 1.196 1.438 -1.747 -0.064
N -0.699 0.306 -1.568 0.108
```

For the energy above the lowest of the compared OMol25 structures with the same formula, charge and spin, the calculation gives 1.647 eV. For the molar mass, the calculation gives 177.21 g/mol. The spin multiplicity is 1. The HOMO energy comes out at -7.968 eV. Its SMILES is CN(C)c1ncnc2c1ncn2C. The total energy is -585.17062 hartree. The charge is 0. The value obtained for the lowest unoccupied orbital energy is 0.031 Ha.

No. 7
The following is a DFT calculation (ωB97M-V/def2-TZVPD) of C8H11N5O2 in the gas phase.

XYZ file:
```
26
Properties=species:S:1:pos:R:3:lowdin_charge:R:1
C 2.044 1.335 -0.238 -0.417
C 3.246 -0.610 0.175 -0.045
C 2.051 -1.328 -0.025 -0.224
C 0.539 -2.759 -0.307 -0.106
C -2.276 -1.113 -0.020 -0.155
C -1.975 0.042 0.929 -0.161
C -2.323 1.406 0.360 -0.293
C 0.930 -0.584 -0.396 -0.223
H 1.244 3.171 -0.403 0.118
H 2.955 3.140 -0.156 0.087
H 4.216 -1.045 0.387 0.120
H -0.084 -3.646 -0.472 0.142
H -3.191 -0.952 -0.633 0.147
H -2.358 -2.056 0.547 0.123
H -2.552 -0.181 1.802 0.106
H -0.927 -0.049 1.269 0.112
H -3.402 1.446 0.284 0.111
H -2.071 2.223 1.049 0.114
H -0.855 1.402 -0.904 0.048
N 2.123 2.662 -0.345 0.161
N 3.200 0.692 0.088 0.105
N 1.790 -2.687 0.053 0.123
N -0.042 -1.527 -0.549 -0.042
N 0.847 0.745 -0.518 0.183
O -1.294 -1.323 -1.043 -0.042
O -1.835 1.595 -0.933 -0.091
```

For the energy above the lowest of the compared OMol25 structures with the same formula, charge and spin, the calculation gives 0.064 eV. For the molar mass, the calculation gives 209.21 g/mol. The spin multiplicity is 1. The HOMO energy comes out at -8.494 eV. Its SMILES is Nc1ncc2ncn(OCCCO)c2n1. The total energy is -735.67268 hartree. The charge is 0. The value obtained for the lowest unoccupied orbital energy is 0.021 Ha.

No. 8
The following is a DFT calculation (ωB97M-V/def2-TZVPD) of C8H11N5O4S in the gas phase.

XYZ file:
```
29
Properties=species:S:1:pos:R:3:lowdin_charge:R:1
O 4.212 2.208 1.857 0.100
O -5.080 -0.446 -1.620 -0.325
O -4.274 -0.824 0.661 -0.320
N 2.952 -1.699 -0.255 0.153
N 0.595 -1.440 -0.534 0.139
O -4.193 -2.661 -1.076 -0.133
C 3.589 1.549 1.057 -0.470
C 1.732 -2.184 -0.543 -0.157
C 2.965 -0.362 0.063 -0.273
C 0.705 -0.214 -0.109 -0.245
C 1.899 0.429 0.105 -0.118
N 4.005 0.345 0.513 0.202
N 2.280 1.666 0.614 0.027
N -0.506 0.542 -0.357 -0.022
C 1.364 2.486 1.430 0.015
C -1.727 0.064 0.110 -0.269
C -2.399 -0.430 -1.179 -0.205
S -4.041 -1.068 -0.793 0.695
H -5.025 -2.668 -1.471 0.037
H 1.652 -3.239 -0.825 0.113
H 4.685 -0.189 1.036 0.174
H -0.498 0.829 -1.369 0.156
H 1.970 3.220 1.940 0.091
H 0.617 2.897 0.792 0.077
H 0.905 1.884 2.167 0.085
H -2.224 0.902 0.582 0.120
H -1.711 -0.822 0.771 0.136
H -1.882 -1.210 -1.693 0.088
H -2.567 0.435 -1.873 0.127
```

For the energy above the lowest of the compared OMol25 structures with the same formula, charge and spin, the calculation gives 1.617 eV. For the molar mass, the calculation gives 273.27 g/mol. The spin multiplicity is 1. The HOMO energy comes out at -9.335 eV. Its SMILES is Cn1c(=O)[nH]c2ncnc(NCCS(=O)(=O)O)c21. The total energy is -1284.35450 hartree. The charge is 0. The value obtained for the lowest unoccupied orbital energy is 0.003 Ha.

No. 9
The following is a DFT calculation (ωB97M-V/def2-TZVPD) of C8H11NO in the gas phase.

XYZ file:
```
21
Properties=species:S:1:pos:R:3:lowdin_charge:R:1
N 2.690 -0.755 -0.612 0.113
C 1.988 -0.001 0.245 -0.456
C 0.483 -0.056 0.191 -0.373
C -0.246 1.003 1.074 -0.107
C -1.685 1.003 0.496 -0.135
C -1.603 -0.044 -0.656 -0.275
C -0.183 0.229 -1.180 -0.073
C -1.396 -1.385 0.020 -0.044
C -0.153 -1.399 0.521 -0.030
H -0.207 0.728 2.136 0.121
H 0.231 1.984 0.957 0.115
H -2.444 0.734 1.241 0.111
H -1.949 1.990 0.090 0.111
H -2.421 0.013 -1.382 0.138
H -0.029 1.263 -1.520 0.135
H 0.137 -0.474 -1.959 0.126
H -2.172 -2.135 0.175 0.109
H 0.308 -2.181 1.125 0.115
O 2.590 1.115 0.325 -0.033
H 2.554 -1.755 -0.520 0.091
H 3.507 0.125 -0.766 0.240
```

For the energy above the lowest of the compared OMol25 structures with the same formula, charge and spin, the calculation gives 2.580 eV. For the molar mass, the calculation gives 137.18 g/mol. The spin multiplicity is 1. The HOMO energy comes out at -9.426 eV. Its SMILES is NC(=O)[C@@]12C=C[C@@H](CC1)C2. The total energy is -441.35276 hartree. The charge is 0. The value obtained for the lowest unoccupied orbital energy is 0.026 Ha.

No. 10
The following is a DFT calculation (ωB97M-V/def2-TZVPD) of a molecular structure, C8H11NO3.

XYZ file:
```
23
Properties=species:S:1:pos:R:3:lowdin_charge:R:1
C -1.983 1.268 0.274 -0.063
C -3.296 1.621 0.264 -0.078
C -1.372 -0.030 -0.090 -0.177
C -4.969 -0.279 0.085 -0.167
C -2.202 -1.111 -0.071 -0.261
C 0.997 0.901 -0.076 0.042
C 0.371 -1.401 -1.019 -0.004
C 0.282 -1.066 1.270 -0.065
N 0.117 -0.320 0.050 -0.307
O -2.015 -2.289 -0.237 0.050
O -3.982 -1.035 -0.246 -0.045
O -4.624 1.021 0.195 -0.082
H -1.331 2.170 0.288 0.091
H -3.303 2.682 0.195 0.089
H 1.773 0.951 0.683 0.104
H 1.461 0.763 -1.016 0.080
H 0.345 1.802 -0.070 0.088
H -0.471 -2.111 -0.864 0.062
H 0.088 -0.939 -2.048 0.142
H 1.493 -1.670 -0.912 0.138
H 0.043 -2.155 1.059 0.122
H 1.332 -1.233 1.756 0.136
H -0.245 -0.596 2.073 0.105
```

For the energy above the lowest of the compared OMol25 structures with the same formula, charge and spin, the calculation gives 7.816 eV. For the molar mass, the calculation gives 169.18 g/mol. The spin multiplicity is 1. The HOMO energy comes out at -7.749 eV. The total energy is -591.63960 hartree. The charge is 0. The value obtained for the lowest unoccupied orbital energy is 0.006 Ha.